The following is a quantum chemistry calculation of C46H57N6OPS2Tl as an isolated structure, from the OMol25 dataset.

As for the energy above the lowest of the compared OMol25 structures with the same formula, charge and spin: 0.00 kcal per mole. The value obtained for the lowest unoccupied orbital energy is 1.771 eV. As for the HOMO energy: -3.272 eV. The calculation puts the largest force on an atom at 0.9 eV/Å.

```
! wB97M-V def2-TZVPD RIJCOSX def2/J DEFGRID3
* xyz -1 1
Tl 0.31 0.81 0.33
C 0.60 -3.72 2.58
N 1.41 -2.76 1.85
C 2.33 -3.28 0.86
C 3.07 -2.14 0.19
N 2.61 -0.93 -0.02
C 3.68 -0.19 -0.50
C 3.74 1.16 -0.85
C 4.97 1.65 -1.23
C 6.11 0.84 -1.27
C 6.06 -0.50 -0.94
C 4.82 -1.00 -0.56
N 4.40 -2.24 -0.12
C -0.32 -2.93 3.46
N -0.86 -1.81 3.12
C -1.50 -1.33 4.24
C -2.21 -0.14 4.43
C -2.70 0.11 5.70
C -2.50 -0.78 6.76
C -1.82 -1.97 6.58
C -1.33 -2.23 5.31
N -0.57 -3.25 4.78
H 1.26 -4.34 3.21
H 0.03 -4.40 1.93
H 0.82 -2.05 1.43
H 1.84 -3.90 0.10
H 3.06 -3.91 1.38
H 2.86 1.78 -0.80
H 5.06 2.69 -1.51
H 7.06 1.27 -1.57
H 6.94 -1.13 -0.99
H 4.95 -3.08 -0.08
H -2.33 0.55 3.61
H -3.25 1.03 5.88
H -2.88 -0.53 7.74
H -1.68 -2.67 7.40
H -0.22 -4.06 5.26
C -3.23 2.36 -0.75
C -3.80 1.23 0.10
C -5.28 1.04 -0.20
P -2.65 -0.25 -0.09
C -3.70 -1.65 0.61
C -3.97 -1.46 2.10
C -2.97 -2.96 0.35
C -2.75 -0.67 -1.86
C -3.95 -1.02 -2.47
C -4.05 -1.35 -3.81
C -5.37 -1.69 -4.46
C -2.87 -1.34 -4.56
C -1.66 -1.02 -3.99
C -1.54 -0.66 -2.61
N -0.35 -0.37 -2.07
C 0.78 -0.60 -2.86
C 1.37 0.43 -3.63
C 0.69 1.75 -3.73
C 2.54 0.16 -4.33
C 3.15 -1.08 -4.32
C 4.44 -1.32 -5.06
C 2.53 -2.10 -3.61
C 1.35 -1.88 -2.91
C 0.63 -3.02 -2.24
H -3.72 3.30 -0.52
H -3.37 2.14 -1.81
H -2.16 2.50 -0.59
H -3.69 1.50 1.16
H -5.43 0.87 -1.27
H -5.82 1.96 0.07
H -5.72 0.22 0.36
H -4.66 -1.67 0.08
H -3.03 -1.48 2.66
H -4.61 -2.26 2.48
H -4.45 -0.50 2.31
H -2.04 -2.99 0.93
H -2.71 -3.05 -0.71
H -3.58 -3.82 0.64
H -4.86 -1.05 -1.88
H -6.14 -1.86 -3.70
H -5.28 -2.59 -5.07
H -5.71 -0.88 -5.11
H -2.92 -1.59 -5.62
H -0.76 -1.03 -4.60
H 0.54 2.20 -2.75
H -0.31 1.63 -4.16
H 1.26 2.45 -4.34
H 2.99 0.96 -4.92
H 4.49 -0.70 -5.95
H 4.54 -2.37 -5.35
H 5.30 -1.06 -4.43
H 2.97 -3.10 -3.60
H 1.29 -3.87 -2.09
H -0.21 -3.34 -2.86
H 0.21 -2.69 -1.29
S 0.21 3.95 -0.59
C 0.24 5.64 -0.19
C 0.37 6.10 1.13
C 0.42 7.46 1.41
C 0.33 8.40 0.39
C 0.18 7.96 -0.92
C 0.14 6.61 -1.21
H 0.44 5.37 1.92
H 0.53 7.79 2.43
H 0.38 9.46 0.62
H 0.10 8.69 -1.73
H 0.03 6.27 -2.23
C 2.40 1.11 4.97
S 3.33 1.42 3.43
C 3.98 -0.27 3.29
O 2.32 1.60 2.37
H 3.09 0.82 5.77
H 1.66 0.33 4.78
H 1.88 2.03 5.24
H 4.42 -0.57 4.24
H 4.75 -0.26 2.52
H 3.17 -0.93 2.99
*
```

The following is a quantum chemistry calculation of the molecule C10H13BrO4 at a distorted geometry, from the OMol25 dataset.

As for the energy above the lowest of the compared OMol25 structures with the same formula, charge and spin: 39.97 kcal per mole. The value obtained for the lowest unoccupied orbital energy is 0.652 eV. As for the HOMO energy: -8.219 eV. The calculation puts the largest force on an atom at 4.3 eV/Å. As for the structure (SMILES): C=C1C(C(=O)OCC)=C(OCC)O[C@H]1Br.

```
! wB97M-V def2-TZVPD RIJCOSX def2/J DEFGRID3
* xyz 0 1
C 3.23 0.12 -0.20
C 2.22 -0.16 0.63
C 0.67 0.11 0.50
C -0.18 0.42 -0.67
O -1.37 0.36 -0.69
O 0.66 0.80 -1.73
C 0.12 0.77 -3.11
C 1.36 0.31 -4.00
C 0.19 -0.18 1.79
O -1.05 -0.26 2.12
C -1.61 -0.21 3.40
C -3.05 -0.72 3.22
O 1.13 -0.54 2.69
C 2.43 -0.82 2.14
Br 2.73 -2.70 1.89
H 2.93 0.48 -1.15
H 4.14 -0.25 0.13
H -0.84 0.27 -3.22
H -0.01 1.81 -3.28
H 0.91 -0.71 -4.29
H 1.56 0.89 -5.00
H 2.32 0.14 -3.48
H -1.20 -1.02 4.04
H -1.55 0.72 3.91
H -3.42 -0.24 2.30
H -3.21 -1.77 2.97
H -3.74 -0.40 4.07
H 3.34 -0.37 2.67
*
```

The following is a quantum chemistry calculation of the molecule C24H24N2O5 at a distorted geometry, from the OMol25 dataset.

As for the energy above the lowest of the compared OMol25 structures with the same formula, charge and spin: 414.47 kcal per mole. The value obtained for the lowest unoccupied orbital energy is -0.012 eV. As for the HOMO energy: -7.980 eV. The calculation puts the largest force on an atom at 15.7 eV/Å. As for the structure (SMILES): CCCCCCc1cc2cc(-c3nnc(-c4ccccc4OC)o3)c(=O)oc2cc1O.

```
! wB97M-V def2-TZVPD RIJCOSX def2/J DEFGRID3
* xyz 0 1
C -7.10 5.25 -2.47
C -6.41 4.25 -3.37
C -5.34 3.51 -2.51
C -5.75 2.56 -1.52
C -4.64 1.60 -1.09
C -3.61 2.34 -0.08
C -2.59 1.43 0.58
C -1.41 1.26 -0.05
C -0.47 0.28 0.78
C 0.92 0.05 0.18
C 1.62 -0.96 0.61
C 3.00 -1.10 0.18
N 3.20 -0.98 -1.01
N 4.46 -1.25 -1.26
C 4.83 -2.01 -0.42
C 5.88 -2.91 0.08
C 7.10 -2.74 -1.00
C 8.14 -3.46 -0.88
C 8.23 -4.41 0.34
C 7.29 -4.52 1.15
C 6.10 -3.65 1.13
O 5.16 -3.66 1.85
C 5.24 -4.44 3.08
O 3.87 -2.06 0.61
C 1.09 -1.51 1.99
O 1.96 -2.18 2.66
O 0.10 -1.05 2.42
C -0.79 -0.41 1.87
C -2.04 0.01 2.21
C -2.94 0.94 1.91
O -4.13 1.12 2.33
H -8.03 5.67 -3.12
H -6.43 6.03 -2.08
H -7.67 4.81 -1.74
H -5.89 4.68 -4.15
H -7.01 3.38 -3.75
H -4.62 4.15 -2.07
H -4.44 2.86 -3.16
H -6.19 3.23 -0.78
H -6.51 2.03 -2.05
H -4.00 1.15 -1.70
H -4.90 1.07 -0.24
H -3.00 3.02 -0.67
H -4.22 3.12 0.63
H -1.03 1.74 -1.05
H 1.08 0.45 -0.80
H 7.02 -2.06 -1.70
H 8.93 -3.31 -1.63
H 9.29 -4.94 0.55
H 7.46 -5.05 2.13
H 4.18 -4.27 3.86
H 5.18 -5.65 2.84
H 6.14 -3.94 3.89
H -2.22 -0.32 3.23
H -4.07 0.84 3.26
*
```

The following is a quantum chemistry calculation of the molecule FH2NO4S2 at a distorted geometry, from the OMol25 dataset.

As for the energy above the lowest of the compared OMol25 structures with the same formula, charge and spin: 0.00 kcal per mole. The value obtained for the lowest unoccupied orbital energy is -0.665 eV. As for the HOMO energy: -10.821 eV. The calculation puts the largest force on an atom at 4.2 eV/Å. As for the structure (SMILES): O=S(=O)(F)NSOO.

```
! wB97M-V def2-TZVPD RIJCOSX def2/J DEFGRID3
* xyz 0 1
O -0.73 1.35 0.36
S -1.25 0.03 0.33
O -1.88 -0.62 1.46
F -2.31 0.00 -0.88
N -0.24 -0.94 -0.51
S 1.46 -0.95 0.44
O 2.19 0.09 -0.59
O 2.04 1.45 -0.19
H -0.32 -1.95 -0.37
H 1.05 1.56 -0.06
*
```